# C22H39Cl16N2O4

C22H39Cl16N2O4 as an isolated structure at a distorted geometry (wB97M-V/def2-TZVPD, the Open Molecules 2025 dataset).

XYZ file:
```
83
Properties=species:S:1:pos:R:3:lowdin_charge:R:1
C 3.129 -3.326 0.456 -0.21
C 2.665 -2.241 -0.152 -0.08
C 1.974 -0.866 -0.691 -0.09
C 1.543 0.053 0.595 -0.37
N 1.314 -0.803 1.826 0.02
C 2.712 1.110 1.008 -0.17
O 3.961 0.392 1.318 -0.14
N 4.794 0.442 0.239 -0.04
O 5.733 -0.274 0.523 -0.02
C 0.240 0.901 0.155 -0.52
O 0.314 2.057 -0.442 -0.12
O -1.030 0.331 0.457 -0.26
H 3.532 -3.997 1.311 0.05
H 1.004 -1.075 -1.270 0.11
H 2.690 -0.284 -1.374 0.11
H 0.651 -1.580 1.598 0.06
H 0.892 -0.186 2.548 -0.02
H 2.352 1.617 2.002 0.04
H 2.854 1.961 0.248 0.13
Cl 3.740 -5.341 -3.949 0.51
C 5.078 -4.318 -3.369 -0.65
C 5.673 -4.835 -2.073 -0.61
Cl 4.546 -4.659 -0.702 0.68
H 4.702 -3.298 -3.260 0.07
H 5.838 -4.319 -4.153 0.07
H 6.570 -4.262 -1.823 0.07
H 5.954 -5.889 -2.151 0.06
Cl 4.417 0.420 5.201 0.55
C 5.447 1.846 4.925 -0.66
C 4.632 3.104 4.692 -0.64
Cl 3.762 3.060 3.139 0.64
H 6.105 1.631 4.081 0.07
H 6.066 1.966 5.818 0.07
H 5.293 3.973 4.660 0.07
H 3.899 3.262 5.486 0.07
Cl 1.461 -1.537 -6.916 0.53
C 0.656 -3.096 -6.609 -0.70
C 0.051 -3.165 -5.220 -0.67
Cl 1.294 -3.218 -3.946 0.54
H 1.387 -3.892 -6.769 0.07
H -0.131 -3.199 -7.361 -0.06
H -0.544 -4.076 -5.119 0.07
H -0.600 -2.310 -5.022 0.07
Cl -0.564 2.289 2.906 0.61
C -2.102 3.135 2.619 -0.64
C -1.936 4.642 2.624 -0.65
Cl -1.551 5.273 4.248 0.50
H -2.816 2.806 3.376 0.01
H -2.465 2.805 1.642 0.05
H -2.869 5.119 2.314 0.07
H -1.147 4.962 1.941 0.07
Cl -5.536 2.800 8.416 0.53
C -4.381 4.101 8.028 -0.67
C -4.715 4.793 6.721 -0.66
Cl -4.452 3.734 5.314 0.56
H -3.378 3.669 8.009 0.07
H -4.427 4.819 8.850 0.07
H -4.069 5.663 6.586 0.07
H -5.753 5.133 6.699 0.07
Cl -2.242 -3.474 -7.842 0.64
C -3.211 -2.909 -9.226 -0.63
C -2.345 -2.481 -10.394 -0.66
Cl -1.432 -0.993 -10.043 0.55
H -3.853 -2.096 -8.881 0.07
H -3.851 -3.743 -9.525 0.07
H -2.972 -2.270 -11.263 0.07
H -1.630 -3.259 -10.671 0.07
Cl -1.168 -0.719 3.308 0.63
C -2.886 -0.688 3.770 -0.62
C -3.132 -1.348 5.113 -0.67
Cl -2.874 -3.110 5.056 0.52
H -3.459 -1.170 2.974 0.08
H -3.183 0.363 3.814 0.06
H -4.169 -1.191 5.420 0.07
H -2.483 -0.936 5.889 0.07
Cl -5.201 0.794 -3.501 0.50
C -3.868 1.818 -2.903 -0.66
C -3.297 1.309 -1.593 -0.66
Cl -4.443 1.496 -0.241 0.53
H -4.243 2.840 -2.809 0.06
H -3.094 1.809 -3.673 0.07
H -2.403 1.881 -1.331 0.06
H -3.018 0.256 -1.657 0.07
```

Total energy   -234970.60286 eV
Total charge   -1
Frontier orbital gap   6.656 eV